Record 1
{
  "formula": "C18H55NO13",
  "method": "the ωB97M-V functional and the def2-TZVPD basis",
  "relative_energy_kcal_mol": 73.67,
  "orbital_gap_ev": 9.48,
  "lumo_energy_ev": 0.24,
  "total_charge": 0,
  "multiplicity": 1,
  "elements": ["C", "O", "C", "C", "N", "H", "H", "C", "C", "O", "C", "H", "H", "H", "H", "H", "H", "H", "H", "H", "H", "H", "H", "H", "H", "C", "O", "O", "O", "H", "C", "C", "O", "H", "H", "H", "H", "H", "H", "C", "C", "O", "H", "H", "H", "H", "H", "H", "C", "C", "O", "H", "H", "H", "H", "H", "H", "C", "O", "H", "H", "H", "H", "C", "O", "H", "H", "H", "H", "C", "O", "H", "H", "H", "H", "C", "O", "H", "H", "H", "H", "C", "O", "H", "H", "H", "H"],
  "positions_angstrom": [[-0.80, 2.57, 5.21], [0.38, 2.67, 4.43], [0.34, 2.88, 3.08], [1.67, 2.85, 2.49], [1.62, 2.60, 1.10], [1.20, 1.66, 0.88], [1.11, 3.32, 0.58], [2.98, 2.64, 0.30], [2.72, 2.85, -1.17], [3.65, 2.04, -1.95], [3.29, 2.15, -3.28], [-1.42, 3.52, 5.07], [-0.50, 2.51, 6.27], [-1.13, 1.60, 4.83], [-0.30, 3.51, 2.78], [-0.21, 2.04, 2.52], [2.36, 2.08, 3.12], [1.86, 3.81, 2.66], [3.39, 1.63, 0.26], [3.58, 3.55, 0.58], [2.74, 3.98, -1.43], [1.66, 2.47, -1.20], [2.25, 1.89, -3.53], [3.99, 1.48, -3.86], [3.32, 3.15, -3.79], [-0.10, -0.10, 0.25], [-0.94, 1.02, 0.53], [-0.55, -1.32, -0.12], [1.16, 0.00, 0.32], [-1.52, -1.44, -0.52], [-2.61, -1.32, 4.33], [-2.04, -0.99, 3.00], [-2.44, 0.30, 2.47], [-2.49, -0.56, 5.26], [-2.23, -2.22, 4.58], [-3.75, -1.30, 4.49], [-2.17, -1.72, 2.39], [-1.10, -1.11, 3.04], [-1.86, 0.71, 1.78], [-0.93, -3.03, -4.59], [-1.14, -3.15, -3.12], [-2.44, -2.65, -2.92], [-1.62, -3.94, -5.03], [0.09, -3.23, -4.73], [-1.26, -2.12, -4.87], [-0.32, -2.65, -2.67], [-1.31, -4.05, -2.72], [-2.30, -2.33, -2.06], [3.81, -2.16, -2.85], [3.01, -1.23, -2.04], [1.86, -1.99, -1.49], [4.57, -2.96, -2.19], [4.54, -1.57, -3.51], [3.26, -2.54, -3.68], [2.70, -0.42, -2.52], [3.58, -0.76, -1.24], [1.33, -1.50, -0.76], [3.01, -1.90, 2.37], [2.77, -0.50, 2.37], [2.14, -2.37, 2.54], [3.58, -2.41, 3.13], [3.06, -2.15, 1.51], [1.94, -0.27, 1.81], [-0.67, 0.88, -2.80], [-0.94, 2.00, -1.97], [-0.29, 1.33, -3.62], [-1.65, 0.40, -3.20], [-0.10, 0.09, -2.34], [-1.13, 1.78, -1.22], [-3.87, -0.73, -0.90], [-3.34, -2.03, -0.43], [-4.42, -0.20, 0.00], [-4.53, -1.24, -1.65], [-3.19, 0.06, -1.44], [-4.04, -2.54, -0.17], [-3.16, 3.47, -0.22], [-2.79, 4.89, -0.25], [-4.02, 3.40, -0.05], [-2.56, 2.95, 0.64], [-2.94, 3.06, -1.20], [-3.35, 5.10, -0.99], [-0.70, -4.62, 0.39], [-0.31, -3.71, 1.40], [-0.48, -4.63, -0.60], [-1.87, -4.68, 0.50], [-0.55, -5.61, 0.66], [-0.15, -2.92, 0.96]]
}

Record 2
{
  "formula": "C18H56N10O10",
  "method": "the ωB97M-V functional and the def2-TZVPD basis",
  "relative_energy_kcal_mol": 206.28,
  "orbital_gap_ev": 7.35,
  "lumo_energy_ev": -0.14,
  "total_charge": 0,
  "multiplicity": 1,
  "elements": ["C", "O", "H", "H", "H", "H", "C", "O", "N", "N", "H", "H", "H", "H", "C", "O", "N", "N", "H", "H", "H", "H", "C", "O", "N", "N", "H", "H", "H", "H", "C", "O", "N", "N", "H", "H", "H", "H", "C", "O", "N", "N", "H", "H", "H", "H", "C", "C", "C", "O", "H", "H", "H", "H", "H", "H", "H", "H", "C", "C", "C", "O", "H", "H", "H", "H", "H", "H", "H", "H", "C", "C", "C", "O", "H", "H", "H", "H", "H", "H", "H", "H", "C", "C", "C", "O", "H", "H", "H", "H", "H", "H", "H", "H"],
  "positions_angstrom": [[-0.46, -0.20, 0.42], [-0.54, 0.73, 1.44], [-0.70, 0.19, -0.53], [-1.25, -0.97, 0.58], [0.44, -0.72, 0.51], [0.29, 1.21, 1.43], [2.76, 0.40, -1.88], [1.54, -0.15, -2.33], [3.73, -0.29, -1.29], [2.96, 1.65, -1.89], [3.49, -1.28, -1.16], [4.56, 0.14, -0.82], [2.18, 2.19, -2.32], [3.85, 2.05, -1.64], [-0.07, -2.03, -4.19], [-0.85, -2.57, -5.16], [-0.49, -1.67, -2.97], [1.16, -1.77, -4.41], [-1.50, -1.65, -2.76], [0.17, -1.10, -2.35], [1.65, -1.81, -5.31], [1.72, -1.20, -3.79], [-4.01, -1.28, -0.95], [-2.80, -1.18, -1.59], [-4.57, -2.41, -0.64], [-4.81, -0.32, -0.65], [-3.88, -3.26, -0.71], [-5.19, -2.51, 0.18], [-4.45, 0.65, -0.84], [-5.81, -0.42, -0.70], [-0.93, -1.06, 4.91], [-1.59, -2.24, 5.23], [0.23, -0.75, 5.40], [-1.34, -0.17, 4.08], [0.66, -1.44, 6.03], [0.73, 0.15, 5.20], [-2.36, -0.31, 3.83], [-0.74, 0.40, 3.55], [-2.76, 2.05, -0.56], [-1.63, 2.43, -1.20], [-2.85, 1.52, 0.65], [-3.97, 2.22, -1.00], [-1.90, 1.07, 0.96], [-3.62, 1.07, 1.15], [-3.98, 2.54, -1.99], [-4.88, 2.40, -0.43], [-0.70, -4.09, 2.54], [-1.58, -3.65, 1.41], [-0.87, -3.54, 0.12], [-2.62, -4.31, 1.24], [0.11, -3.39, 2.80], [-0.17, -5.03, 2.35], [-1.29, -4.15, 3.44], [-1.83, -2.62, 1.70], [-1.59, -3.06, -0.55], [-0.55, -4.49, -0.22], [-0.05, -2.89, 0.16], [-3.36, -3.75, 1.44], [0.66, 4.21, 0.46], [1.80, 3.25, 1.02], [1.70, 3.08, 2.48], [1.80, 2.00, 0.62], [-0.24, 3.60, 0.28], [0.93, 4.66, -0.49], [0.42, 5.02, 1.17], [2.73, 3.73, 0.71], [0.89, 2.43, 2.86], [1.54, 4.07, 2.92], [2.65, 2.65, 2.86], [2.00, 1.86, -0.28], [1.36, 3.44, -4.55], [0.20, 2.93, -3.62], [-0.26, 1.55, -4.03], [0.59, 2.96, -2.41], [0.92, 3.38, -5.51], [2.32, 2.93, -4.41], [1.56, 4.45, -4.27], [-0.56, 3.73, -3.74], [-0.92, 1.05, -3.38], [0.59, 0.90, -4.27], [-0.75, 1.54, -5.01], [-0.16, 2.66, -1.88], [1.92, -1.00, 2.91], [2.65, -1.47, 1.65], [4.17, -1.50, 2.01], [2.37, -2.56, 1.11], [0.87, -0.91, 2.71], [2.33, -0.07, 3.30], [2.04, -1.80, 3.67], [2.47, -0.68, 0.95], [4.41, -1.93, 3.01], [4.47, -0.53, 2.22], [4.85, -1.80, 1.22], [2.00, -3.15, 1.76]]
}

Record 3
{
  "formula": "C18H56O10",
  "method": "the ωB97M-V functional and the def2-TZVPD basis",
  "relative_energy_kcal_mol": 82.43,
  "orbital_gap_ev": 10.09,
  "lumo_energy_ev": 0.43,
  "total_charge": 0,
  "multiplicity": 1,
  "elements": ["C", "C", "O", "H", "H", "H", "H", "H", "H", "C", "C", "O", "H", "H", "H", "H", "H", "H", "C", "C", "O", "H", "H", "H", "H", "H", "H", "C", "C", "O", "H", "H", "H", "H", "H", "H", "C", "C", "O", "H", "H", "H", "H", "H", "H", "C", "C", "O", "H", "H", "H", "H", "H", "H", "C", "C", "O", "H", "H", "H", "H", "H", "H", "C", "C", "O", "H", "H", "H", "H", "H", "H", "C", "O", "H", "H", "H", "H", "C", "O", "H", "H", "H", "H"],
  "positions_angstrom": [[3.87, 1.04, -3.06], [3.13, 1.38, -1.75], [2.19, 0.30, -1.54], [4.53, 0.17, -2.93], [4.47, 1.89, -3.37], [3.08, 0.86, -3.80], [2.50, 2.29, -1.79], [3.80, 1.53, -0.89], [1.58, 0.59, -0.82], [2.90, -2.79, -3.71], [2.39, -2.97, -2.23], [3.30, -2.30, -1.34], [2.95, -1.73, -3.98], [2.15, -3.27, -4.35], [3.84, -3.32, -3.89], [2.36, -3.99, -1.82], [1.37, -2.53, -2.17], [3.16, -1.36, -1.41], [-3.16, 4.07, -0.71], [-3.08, 2.77, 0.05], [-4.21, 2.59, 0.86], [-2.38, 4.11, -1.49], [-2.97, 4.88, -0.01], [-4.16, 4.24, -1.13], [-2.16, 2.72, 0.67], [-2.97, 2.02, -0.75], [-4.07, 1.83, 1.42], [0.74, -3.41, 2.26], [1.12, -3.72, 0.77], [0.03, -4.39, 0.11], [-0.15, -2.79, 2.27], [1.59, -2.91, 2.73], [0.51, -4.28, 2.86], [2.06, -4.29, 0.76], [1.30, -2.80, 0.20], [-0.07, -5.19, 0.64], [0.73, -0.09, 4.30], [1.38, -0.66, 5.51], [1.73, -2.06, 5.36], [1.42, 0.02, 3.46], [0.30, 0.90, 4.49], [-0.07, -0.74, 3.95], [0.73, -0.65, 6.38], [2.29, -0.12, 5.77], [2.46, -2.10, 4.74], [-0.54, 2.24, -2.70], [0.09, 1.47, -3.83], [0.19, 0.08, -3.53], [-1.58, 1.89, -2.67], [-0.46, 3.29, -2.99], [-0.07, 2.11, -1.72], [1.06, 1.87, -4.15], [-0.57, 1.52, -4.71], [0.83, 0.02, -2.81], [-5.42, -0.63, 0.89], [-4.00, -0.97, 1.47], [-3.62, -0.01, 2.39], [-5.35, 0.08, 0.07], [-6.12, -0.10, 1.58], [-5.99, -1.44, 0.46], [-3.29, -0.93, 0.64], [-3.98, -1.97, 1.95], [-4.25, -0.07, 3.12], [2.73, 3.33, 1.41], [1.32, 3.81, 1.86], [0.35, 3.60, 0.91], [2.63, 2.29, 1.10], [3.48, 3.41, 2.20], [3.07, 3.91, 0.53], [1.26, 4.88, 2.15], [1.01, 3.24, 2.74], [0.60, 3.99, 0.06], [-2.33, -2.65, -2.06], [-2.50, -3.72, -1.09], [-3.30, -2.48, -2.55], [-1.95, -1.72, -1.60], [-1.62, -2.99, -2.82], [-1.62, -3.85, -0.71], [-0.58, -0.18, 0.50], [0.48, 0.74, 0.69], [-0.19, -1.17, 0.24], [-1.15, -0.28, 1.43], [-1.30, 0.19, -0.24], [0.17, 1.49, 1.23]]
}

Record 4
{
  "formula": "C18H57CuF2N4O14S2",
  "method": "the ωB97M-V functional and the def2-TZVPD basis",
  "orbital_gap_ev": [8.03, 7.32],
  "lumo_energy_ev": [2.01, 1.59],
  "total_charge": -1,
  "multiplicity": 2,
  "elements": ["Cu", "N", "S", "O", "O", "F", "S", "O", "O", "F", "O", "H", "O", "H", "C", "C", "C", "O", "H", "H", "H", "H", "H", "H", "H", "H", "C", "C", "C", "O", "H", "H", "H", "H", "H", "H", "H", "H", "O", "H", "H", "O", "H", "H", "O", "H", "H", "C", "C", "C", "O", "C", "N", "H", "H", "H", "H", "H", "H", "H", "H", "H", "H", "H", "C", "C", "C", "O", "C", "N", "H", "H", "H", "H", "H", "H", "H", "H", "H", "H", "H", "C", "C", "C", "O", "C", "N", "H", "H", "H", "H", "H", "H", "H", "H", "H", "H", "H"],
  "positions_angstrom": [[-4.08, 21.86, 12.05], [-5.94, 21.26, 11.24], [-7.04, 22.11, 10.70], [-8.36, 21.98, 11.22], [-6.74, 22.67, 9.34], [-6.60, 23.47, 11.59], [-6.49, 19.85, 10.40], [-5.62, 19.54, 9.21], [-7.94, 19.47, 10.33], [-5.96, 18.78, 11.48], [-2.79, 20.45, 11.06], [-3.20, 19.60, 10.80], [-4.47, 23.54, 13.41], [-4.95, 24.29, 13.02], [-6.50, 25.96, 8.22], [-5.02, 26.20, 8.29], [-4.58, 27.55, 7.67], [-4.64, 26.17, 9.71], [-6.74, 24.90, 8.11], [-6.84, 26.48, 7.33], [-7.08, 26.45, 9.00], [-4.46, 25.32, 7.95], [-4.58, 27.49, 6.59], [-3.59, 27.85, 8.02], [-5.29, 28.36, 7.87], [-5.37, 26.52, 10.23], [-7.32, 15.20, 11.81], [-8.20, 14.65, 10.64], [-9.68, 14.34, 11.04], [-8.24, 15.48, 9.46], [-6.25, 15.06, 11.65], [-7.48, 14.85, 12.83], [-7.51, 16.27, 11.88], [-7.76, 13.68, 10.47], [-9.66, 14.11, 12.10], [-10.21, 13.59, 10.45], [-10.27, 15.24, 10.86], [-8.25, 16.39, 9.75], [-3.12, 20.93, 8.44], [-3.90, 20.39, 8.33], [-2.84, 20.76, 9.34], [-4.40, 20.35, 13.74], [-5.27, 19.97, 13.65], [-4.05, 19.97, 14.55], [-3.82, 23.19, 10.43], [-3.78, 24.11, 10.17], [-4.14, 22.74, 9.64], [-10.96, 24.40, 8.05], [-10.27, 23.72, 9.18], [-9.97, 24.73, 10.32], [-11.17, 25.09, 11.04], [-11.03, 26.34, 11.69], [-11.15, 22.61, 9.65], [-11.94, 24.69, 8.43], [-11.17, 23.67, 7.27], [-10.40, 25.26, 7.67], [-9.27, 23.48, 8.82], [-9.51, 25.63, 9.92], [-9.10, 24.43, 10.90], [-11.90, 26.45, 12.34], [-10.98, 27.11, 10.92], [-10.17, 26.41, 12.34], [-11.93, 23.11, 10.05], [-10.62, 22.06, 10.30], [-2.27, 14.61, 11.97], [-2.30, 16.00, 11.29], [-2.53, 16.06, 9.82], [-2.18, 17.42, 9.37], [-2.63, 17.62, 8.03], [-3.22, 16.88, 12.01], [-1.74, 13.83, 11.42], [-3.27, 14.30, 12.26], [-1.71, 14.80, 12.88], [-1.33, 16.46, 11.44], [-3.60, 15.90, 9.68], [-1.90, 15.29, 9.39], [-2.14, 18.55, 7.74], [-3.69, 17.79, 7.86], [-2.39, 16.85, 7.30], [-4.18, 16.55, 11.96], [-3.15, 17.70, 11.42], [-10.15, 22.19, 13.86], [-10.47, 20.66, 13.78], [-11.69, 20.18, 13.02], [-12.06, 18.85, 13.20], [-13.30, 18.54, 12.54], [-9.30, 20.00, 13.19], [-10.97, 22.74, 14.33], [-9.95, 22.78, 12.96], [-9.34, 22.22, 14.58], [-10.52, 20.24, 14.78], [-11.60, 20.30, 11.94], [-12.59, 20.70, 13.35], [-13.67, 17.60, 12.94], [-13.22, 18.52, 11.45], [-13.98, 19.32, 12.90], [-9.12, 20.44, 12.30], [-9.62, 19.06, 13.00]]
}

Record 5
{
  "formula": "C18H58BClN10O3P3",
  "method": "the ωB97M-V functional and the def2-TZVPD basis",
  "orbital_gap_ev": 3.91,
  "lumo_energy_ev": 0.62,
  "total_charge": -1,
  "multiplicity": 1,
  "elements": ["N", "B", "Cl", "H", "H", "H", "H", "O", "P", "N", "C", "C", "N", "C", "C", "N", "C", "C", "H", "H", "H", "H", "H", "H", "H", "H", "H", "H", "H", "H", "H", "H", "H", "H", "H", "H", "O", "P", "N", "C", "C", "N", "C", "C", "N", "C", "C", "H", "H", "H", "H", "H", "H", "H", "H", "H", "H", "H", "H", "H", "H", "H", "H", "H", "H", "O", "P", "N", "C", "C", "N", "C", "C", "N", "C", "C", "H", "H", "H", "H", "H", "H", "H", "H", "H", "H", "H", "H", "H", "H", "H", "H", "H", "H"],
  "positions_angstrom": [[3.02, -2.57, -4.20], [4.30, -2.66, -5.02], [5.71, -1.87, -3.97], [2.49, -1.72, -4.38], [2.44, -3.41, -4.28], [4.27, -2.00, -6.03], [4.59, -3.82, -5.24], [-0.06, -0.46, -3.71], [-1.34, -0.47, -2.85], [-0.75, -1.66, -1.74], [-1.55, -2.62, -1.01], [0.29, -1.15, -0.85], [-2.25, -1.25, -4.12], [-2.13, -2.68, -4.34], [-2.13, -0.56, -5.41], [-2.86, -0.34, -1.92], [-4.18, -0.57, -2.48], [-2.89, 0.97, -1.23], [-2.05, -2.18, -0.13], [-0.92, -3.43, -0.64], [-2.32, -3.09, -1.62], [-0.13, -0.54, -0.04], [1.02, -0.54, -1.39], [0.86, -1.97, -0.40], [-1.09, -3.02, -4.35], [-2.60, -2.97, -5.28], [-2.68, -3.24, -3.58], [-1.20, -0.82, -5.93], [-2.15, 0.52, -5.28], [-2.97, -0.83, -6.06], [-4.39, 0.07, -3.34], [-4.95, -0.39, -1.73], [-4.31, -1.62, -2.77], [-3.04, 1.79, -1.93], [-1.94, 1.15, -0.71], [-3.68, 1.01, -0.47], [-1.68, 4.09, -1.32], [-1.55, 5.36, -0.46], [-1.09, 6.40, -1.76], [-0.28, 7.60, -1.65], [-2.17, 6.66, -2.71], [-0.14, 4.77, 0.37], [1.17, 4.88, -0.25], [-0.30, 3.42, 0.91], [-1.62, 6.75, 0.66], [-0.84, 6.83, 1.90], [-3.03, 7.04, 1.00], [-0.85, 8.46, -1.28], [0.12, 7.87, -2.63], [0.59, 7.47, -1.00], [-2.89, 7.39, -2.31], [-2.72, 5.74, -2.94], [-1.78, 7.04, -3.65], [1.17, 4.53, -1.29], [1.92, 4.30, 0.30], [1.55, 5.90, -0.21], [-0.15, 2.65, 0.14], [-1.30, 3.28, 1.33], [0.42, 3.24, 1.71], [-1.03, 6.00, 2.57], [-1.09, 7.76, 2.43], [0.22, 6.90, 1.69], [-3.45, 6.26, 1.65], [-3.64, 7.07, 0.09], [-3.13, 8.01, 1.49], [0.76, -3.23, 2.30], [1.65, -4.19, 3.10], [0.47, -4.51, 4.33], [0.74, -4.89, 5.70], [-0.67, -5.30, 3.85], [2.72, -2.93, 3.62], [2.36, -2.07, 4.74], [3.20, -2.08, 2.52], [2.75, -5.41, 3.81], [4.11, -5.11, 4.25], [2.81, -6.58, 2.91], [1.01, -5.95, 5.80], [-0.14, -4.72, 6.32], [1.54, -4.31, 6.15], [-0.40, -6.36, 3.75], [-1.01, -4.95, 2.88], [-1.52, -5.22, 4.53], [1.34, -1.69, 4.67], [3.04, -1.22, 4.82], [2.49, -2.60, 5.69], [2.46, -1.32, 2.24], [3.42, -2.68, 1.64], [4.13, -1.57, 2.80], [4.73, -4.69, 3.45], [4.60, -6.02, 4.60], [4.11, -4.43, 5.10], [3.36, -6.36, 1.99], [1.80, -6.90, 2.63], [3.29, -7.44, 3.41]]
}

Calculated largest force on an atom (eV/Å), listed in the same order as above: 15.0 9.7 2.5 11.2 7.9